Entry 1:
52
Properties=species:S:1:pos:R:3 method="wB97M-V/def2-TZVPD" charge=+1
N 3.27 1.34 1.13
P 3.37 1.45 -0.63
O 5.03 1.90 -0.92
C 3.01 -0.25 -1.44
C 4.17 -0.60 -2.53
C 3.94 0.08 -3.96
O 4.15 -0.65 -4.97
I 3.34 2.14 -4.29
C 1.54 -0.43 -2.14
C 0.71 -1.52 -1.21
C -0.81 -1.07 -1.48
C -1.80 -1.25 -0.22
C -2.27 0.11 0.46
F -3.16 -0.27 1.53
F -1.14 0.70 1.09
C -3.08 1.11 -0.52
F -4.27 1.48 0.21
F -3.53 0.40 -1.65
C -2.33 2.49 -0.84
F -2.31 3.22 0.40
F -0.98 2.36 -1.24
C -3.06 3.44 -1.90
F -2.13 4.49 -2.20
F -3.37 2.84 -3.13
F -4.15 4.08 -1.27
C 1.41 -1.19 0.19
N 2.88 -1.16 -0.25
H 3.42 2.27 1.55
H 4.06 0.73 1.44
H 5.07 2.24 -1.84
H 5.22 -0.41 -2.09
H 4.12 -1.75 -2.71
H 1.51 -0.95 -3.16
H 1.18 0.65 -2.13
H 0.99 -2.56 -1.63
H -1.21 -1.78 -2.31
H -0.85 -0.03 -1.93
H -1.25 -1.85 0.59
H -2.70 -1.90 -0.54
H 1.42 -2.11 0.88
H 1.16 -0.22 0.74
H 2.98 -2.11 -0.67
H 3.61 -1.18 0.49
C -3.72 -1.12 5.35
C -2.70 -1.75 4.42
O -1.53 -2.12 5.14
H -3.29 -0.24 5.84
H -4.62 -0.82 4.80
H -4.00 -1.82 6.14
H -2.40 -1.05 3.64
H -3.11 -2.64 3.94
H -1.80 -2.75 5.82

Entry 2:
46
Properties=species:S:1:pos:R:3 method="wB97M-V/def2-TZVPD" charge=0
O -1.82 5.11 3.06
O -1.83 0.75 1.49
O 3.01 -3.99 -3.54
O 3.49 -5.67 -1.81
N 1.17 0.43 2.06
O 1.06 2.78 0.71
C -1.64 4.75 1.91
C -1.79 1.32 0.41
C 0.87 -0.82 2.07
C 1.19 -3.15 1.21
C 1.60 -1.29 -0.27
C 1.57 -4.04 0.20
C 1.97 -2.17 -1.29
C 1.21 -1.76 0.99
C 1.96 -3.56 -1.06
N 0.19 -1.19 3.19
N -2.11 0.63 -0.69
N -1.52 3.46 1.62
C -1.55 5.79 0.81
C -2.22 1.12 -2.07
C 0.04 2.95 -0.25
C 1.02 -5.61 -2.80
C -1.39 2.80 0.31
S 2.51 -4.72 -2.36
H 0.92 0.96 2.89
H 1.07 1.87 1.06
H 0.93 -3.56 2.18
H 1.65 -0.22 -0.46
H 1.59 -5.11 0.40
H 2.30 -1.78 -2.25
H -0.25 -2.10 3.15
H -0.34 -0.44 3.62
H -2.35 -0.34 -0.52
H -1.57 2.84 2.42
H -2.26 5.56 0.02
H -0.53 5.80 0.41
H -1.77 6.76 1.23
H -1.24 1.37 -2.47
H -2.87 2.01 -2.11
H -2.67 0.35 -2.70
H 0.15 3.95 -0.68
H 0.20 2.23 -1.06
H 1.25 -6.31 -3.60
H 0.65 -6.16 -1.93
H 0.26 -4.90 -3.14
H -2.08 3.28 -0.39

| no. | energy (eV) | LUMO (hartree) | frontier orbital gap (eV) |
| --- | --- | --- | --- |
| 1 | -65834.0494 | -0.127 | 8.53 |
| 2 | -41907.9396 | -0.019 | 8.86 |